[1]
Here is a molecular structure, C33H24CuINP from the OMol25 dataset. Energies are from ωB97M-V with the def2-TZVPD basis set.

The geometry in XYZ format:
```
61
Properties=species:S:1:pos:R:3:forces:R:3
Cu 0.106 -1.633 0.161 0.115 -0.521 -0.042
I 2.928 -1.507 -0.159 -0.080 0.091 0.001
C 3.841 0.398 0.031 -0.157 -0.358 0.012
C 5.201 0.285 0.123 -0.129 -0.149 0.010
C 6.018 1.423 0.190 0.046 0.137 -0.004
C 5.435 2.651 0.155 0.093 -0.121 0.010
C 4.030 2.791 0.064 -0.067 -0.114 -0.004
C 3.505 4.099 0.009 -0.103 0.050 -0.011
C 2.165 4.308 -0.109 0.085 0.109 0.002
C 1.310 3.204 -0.147 0.079 -0.176 0.010
C 1.757 1.901 -0.075 -0.141 -0.104 -0.002
P 0.304 0.738 -0.050 -0.110 0.434 0.043
C -0.617 1.421 1.373 0.027 -0.167 -0.038
C -1.608 2.398 1.333 0.059 -0.002 -0.049
C -2.248 2.780 2.503 -0.071 0.066 0.001
C -1.904 2.200 3.715 0.010 -0.018 0.008
C -0.911 1.231 3.764 -0.013 0.008 0.047
C -0.277 0.840 2.597 0.007 0.043 -0.059
C -0.529 1.224 -1.599 -0.019 -0.180 0.039
C 0.255 1.475 -2.726 0.001 0.011 0.018
C -0.343 1.739 -3.948 -0.019 0.002 -0.042
C -1.726 1.746 -4.060 -0.007 0.002 -0.006
C -2.510 1.471 -2.950 -0.053 0.006 -0.039
C -1.917 1.201 -1.727 0.072 -0.031 0.024
C 3.162 1.646 0.010 0.099 0.191 -0.012
H 5.659 -0.694 0.139 0.009 0.015 -0.012
H 7.090 1.303 0.253 0.000 0.041 0.019
H 6.038 3.549 0.189 -0.011 0.006 0.005
H 4.195 4.932 0.056 0.003 -0.003 -0.005
H 1.757 5.308 -0.166 0.005 -0.006 0.002
H 0.250 3.395 -0.235 -0.021 0.011 -0.001
H -1.894 2.858 0.395 0.014 -0.007 0.008
H -3.021 3.537 2.468 0.008 -0.006 -0.009
H -2.410 2.502 4.623 0.001 0.000 -0.004
H -0.641 0.777 4.708 0.017 -0.004 -0.014
H 0.492 0.073 2.630 -0.020 -0.005 0.044
H 1.335 1.469 -2.652 -0.004 0.042 0.008
H 0.270 1.943 -4.816 0.022 -0.013 0.021
H -2.193 1.961 -5.012 0.010 -0.004 0.000
H -3.589 1.465 -3.041 0.008 0.001 0.031
H -2.541 0.978 -0.873 -0.058 -0.030 0.058
C -4.157 -1.292 0.905 0.015 -0.056 0.003
C -4.594 -2.506 0.394 0.041 0.029 -0.001
C -3.662 -3.464 0.047 0.064 -0.051 0.040
C -2.305 -3.192 0.194 -0.149 0.110 -0.026
N -1.893 -1.977 0.606 0.123 0.145 -0.073
C -2.796 -1.070 0.982 -0.192 0.075 0.124
C -1.226 -4.151 -0.060 0.329 -0.052 -0.024
C -1.439 -5.520 -0.202 -0.124 0.127 -0.014
C -0.365 -6.375 -0.380 0.006 -0.060 -0.011
C 0.925 -5.869 -0.407 0.031 0.040 0.001
C 1.139 -4.502 -0.255 0.008 0.005 -0.016
C 0.075 -3.635 -0.081 0.154 0.574 0.036
H -4.850 -0.533 1.237 0.021 0.016 -0.017
H -5.651 -2.704 0.276 0.002 -0.022 0.020
H -3.971 -4.423 -0.341 -0.028 0.010 0.018
H -2.411 -0.145 1.387 -0.019 0.015 -0.092
H -2.444 -5.921 -0.152 0.028 -0.054 -0.023
H -0.533 -7.439 -0.486 -0.004 0.006 0.005
H 1.769 -6.533 -0.536 -0.012 -0.012 -0.005
H 2.162 -4.139 -0.268 -0.003 -0.091 -0.011
```
Positions in Å, forces in eV/Å.

Total energy, eV: -98124.11712
Highest occupied orbital energy (spin up / spin down), eV: -10.97 / -11.09
HOMO-LUMO gap (spin up / spin down), eV: 8.2 / 7.1
Spin multiplicity: 2
Total charge: +1

---

[2]
Here is a molecular structure, C33H25Br4FN5O8W in a non-equilibrium geometry from the OMol25 dataset. Energies are from ωB97M-V with the def2-TZVPD basis set.

The geometry in XYZ format:
```
77
Properties=species:S:1:pos:R:3:forces:R:3
W -0.064 0.367 0.226 -1.880 -0.709 -0.536
C 4.020 1.983 0.574 -0.230 0.076 -0.157
C 2.961 3.006 0.982 0.109 -0.225 -0.062
C 2.268 2.679 2.280 -0.294 0.125 -0.092
C 2.992 2.631 3.464 -0.185 0.121 -0.090
C 2.364 2.408 4.677 -0.008 0.017 0.019
C 0.984 2.332 4.730 0.115 -0.015 -0.064
C 0.228 2.399 3.568 -0.145 -0.161 -0.438
C -1.264 2.540 3.637 -0.045 0.045 -0.104
C -1.590 4.003 3.954 -0.107 -0.235 -0.026
C 0.881 2.468 2.330 0.489 0.220 0.777
N 0.137 2.251 1.129 -1.037 2.737 -0.668
C -0.484 3.319 0.568 0.968 -1.767 0.780
C -1.202 3.025 -0.589 -0.221 -0.276 -0.470
C -1.982 3.756 -1.495 0.230 -0.228 0.232
C -2.387 2.850 -2.475 0.003 0.359 0.041
C -1.858 1.613 -2.146 0.626 -0.588 0.622
N -1.134 1.690 -0.984 -0.745 1.464 -0.631
H 4.447 2.259 -0.388 0.185 0.078 -0.109
H 3.566 1.001 0.473 0.105 -0.035 0.100
H 4.815 1.923 1.313 0.084 -0.052 0.021
H 2.217 3.084 0.183 0.135 0.098 0.090
H 3.438 3.987 1.094 -0.109 -0.006 -0.068
H 4.065 2.755 3.430 0.119 0.009 -0.020
H 2.952 2.322 5.578 0.038 -0.013 0.102
H 0.477 2.205 5.678 -0.040 0.047 0.059
H -1.699 1.889 4.394 0.064 -0.046 -0.057
H -1.714 2.264 2.679 -0.005 -0.075 0.336
H -1.143 4.295 4.901 0.048 0.094 0.086
H -2.663 4.160 4.014 -0.186 0.036 0.015
H -1.191 4.653 3.177 0.054 0.166 -0.043
H -0.407 4.310 0.992 0.077 0.016 0.114
H -2.219 4.797 -1.416 -0.062 0.277 -0.031
H -2.995 3.072 -3.330 -0.119 -0.040 -0.162
H -1.957 0.678 -2.675 -0.007 -0.026 0.125
O 2.485 -2.582 -0.175 -0.402 0.855 -0.666
C 1.756 -1.649 -0.482 0.057 -1.437 0.895
O 0.508 -1.515 -0.095 0.660 -0.796 -0.550
C 2.182 -0.528 -1.354 -0.799 1.524 -0.239
C 3.299 -0.578 -2.171 -0.046 -0.075 -0.012
C 3.596 0.478 -3.006 -0.818 0.599 0.360
C 2.742 1.602 -2.966 0.925 -0.721 -0.347
C 1.664 1.614 -2.132 -1.091 -0.352 0.920
N 1.316 0.571 -1.307 2.886 -0.775 -1.830
H 3.906 -1.471 -2.149 -0.030 -0.081 0.123
H 4.448 0.444 -3.663 0.143 0.042 -0.111
H 2.936 2.454 -3.599 -0.053 0.098 0.001
H 1.000 2.473 -2.103 0.013 -0.111 0.079
Br 3.289 -2.739 5.399 0.221 -0.187 0.166
C 1.984 -2.141 4.189 -0.090 -0.102 0.102
C 0.672 -2.568 4.309 0.124 0.132 0.044
Br 0.216 -3.868 5.581 -0.121 -0.208 0.192
C -0.317 -2.001 3.506 -0.214 0.190 -0.184
Br -2.117 -2.534 3.649 -0.062 -0.007 -0.099
C 0.004 -1.023 2.576 0.904 -0.125 0.868
O -0.868 -0.316 1.884 -0.346 -0.400 0.608
C 1.376 -0.694 2.356 -0.499 -0.529 1.062
O 1.619 0.157 1.383 0.109 0.245 -0.526
C 2.338 -1.227 3.201 -0.164 0.142 -0.223
Br 4.120 -0.693 2.980 0.252 0.083 -0.218
F -7.773 -1.895 1.482 0.037 -0.010 0.109
C -6.650 -1.322 1.961 0.106 0.143 -0.536
C -5.782 -0.735 1.109 -0.729 -0.422 0.538
N -4.666 -0.098 1.554 0.105 0.099 0.323
C -3.671 0.329 0.602 1.014 -0.476 -0.424
C -3.001 -0.926 -0.090 -0.327 1.490 0.820
O -3.681 -1.915 -0.255 -0.125 -0.434 -0.228
O -1.803 -0.727 -0.471 0.944 -0.035 -0.633
C -4.347 -0.068 2.902 -0.026 0.420 -0.219
O -3.384 0.512 3.343 0.081 0.108 0.128
N -5.249 -0.697 3.725 -0.039 -0.278 0.401
C -6.426 -1.359 3.394 0.228 0.269 -0.426
O -7.130 -1.850 4.245 -0.291 -0.243 0.182
H -5.955 -0.728 0.044 0.019 -0.061 0.027
H -2.894 0.916 1.111 -0.499 -0.178 -0.091
H -4.126 0.924 -0.196 -0.008 0.054 0.137
H -4.984 -0.718 4.705 -0.074 0.061 -0.216
```
Positions in Å, forces in eV/Å.

Total energy, eV: -343177.34704
Highest occupied orbital energy (spin up / spin down), eV: -4.50 / -5.17
HOMO-LUMO gap (spin up / spin down), eV: 6.1 / 6.3
Spin multiplicity: 3
Relative energy (zero: lowest compared OMol25 entry of this formula, charge and spin), kcal/mol: 37.8
Total charge: -1

---

[3]
Here is a molecular structure, C33H25ClMnN4O5PS from the OMol25 dataset. Energies are from ωB97M-V with the def2-TZVPD basis set.

The geometry in XYZ format:
```
71
Properties=species:S:1:pos:R:3:forces:R:3
Mn -0.877 0.070 -0.720 -0.876 -0.325 0.328
N -4.359 -1.952 0.408 0.185 0.171 -0.174
C -3.464 -1.214 -0.281 -0.388 -0.487 0.294
S -1.888 -1.993 -0.585 0.026 0.181 -0.131
N -3.797 -0.047 -0.718 0.662 0.260 -0.172
N -2.703 0.554 -1.337 -0.297 -0.182 0.326
C -2.926 1.454 -2.221 -0.082 0.053 -0.217
C -1.911 1.932 -3.127 -0.473 0.255 0.146
C -2.205 3.007 -3.980 -0.086 0.008 0.065
C -1.315 3.388 -4.953 0.146 -0.043 -0.051
C -0.126 2.665 -5.105 0.017 0.024 -0.051
C 0.172 1.593 -4.287 0.206 0.082 -0.202
C -0.709 1.235 -3.275 0.214 -0.618 0.445
O -0.385 0.198 -2.476 0.114 0.217 -0.031
H -4.153 -2.888 0.700 0.032 0.001 0.031
H -5.282 -1.578 0.555 -0.018 -0.010 0.006
H -3.956 1.785 -2.329 0.015 0.007 -0.084
H -3.148 3.529 -3.863 0.040 -0.033 0.000
H -1.537 4.224 -5.603 0.019 -0.023 -0.001
H 0.573 2.947 -5.883 -0.017 -0.007 0.022
H 1.085 1.019 -4.402 -0.075 0.062 -0.007
Cl 0.122 2.280 -0.403 0.529 0.366 0.045
C 1.854 2.015 -0.109 -0.376 -0.037 0.010
C 2.629 3.152 -0.046 0.080 0.071 0.011
C 3.977 3.014 0.254 0.007 -0.012 0.000
C 4.514 1.756 0.487 -0.004 -0.046 -0.011
C 3.708 0.629 0.407 0.184 -0.008 0.062
C 2.358 0.739 0.095 -0.222 0.021 0.167
P 1.335 -0.748 -0.107 0.442 -0.198 -0.508
C 1.865 -1.389 -1.724 0.026 -0.049 0.011
C 1.234 -2.540 -2.192 0.025 -0.123 -0.059
C 1.546 -3.055 -3.439 0.010 0.042 0.025
C 2.493 -2.417 -4.233 0.007 0.027 0.011
C 3.127 -1.273 -3.770 -0.031 -0.027 0.013
C 2.813 -0.757 -2.518 0.020 0.033 -0.088
C 1.923 -2.029 1.048 -0.197 0.178 0.150
C 2.933 -2.901 0.632 0.061 -0.021 0.044
C 3.466 -3.820 1.524 -0.031 0.004 -0.029
C 2.990 -3.892 2.826 0.014 0.001 -0.038
C 1.972 -3.044 3.236 -0.031 0.004 -0.010
C 1.440 -2.116 2.356 -0.013 0.009 -0.093
H 2.187 4.126 -0.214 0.019 -0.025 0.011
H 4.600 3.895 0.315 0.002 -0.013 -0.004
H 5.563 1.649 0.728 -0.043 0.004 0.004
H 4.134 -0.352 0.590 -0.034 0.047 -0.009
H 0.504 -3.056 -1.577 0.001 0.013 0.000
H 1.051 -3.950 -3.793 0.011 0.022 0.012
H 2.737 -2.815 -5.210 -0.004 0.011 0.030
H 3.871 -0.779 -4.382 -0.009 -0.008 0.013
H 3.311 0.141 -2.174 -0.008 -0.014 -0.023
H 3.312 -2.871 -0.380 -0.012 0.034 0.014
H 4.254 -4.485 1.193 -0.017 0.014 0.015
H 3.409 -4.612 3.518 -0.010 0.011 -0.021
H 1.587 -3.102 4.247 0.016 0.000 -0.031
H 0.658 -1.456 2.691 -0.053 0.114 0.017
O 0.221 0.769 2.287 0.477 -0.134 -0.302
C -0.978 0.632 2.147 -0.245 -0.048 -0.143
O -1.576 0.295 1.030 0.295 0.185 -0.018
C -1.908 0.809 3.294 -0.106 -0.051 0.045
C -1.370 0.899 4.571 0.018 0.109 0.206
C -2.202 1.024 5.673 0.009 0.019 0.008
C -3.577 1.063 5.502 0.072 0.005 0.100
C -4.079 0.965 4.220 -0.389 -0.069 0.059
C -3.282 0.838 3.106 -0.029 -0.125 -0.129
N -5.553 0.975 4.038 0.260 0.319 -0.038
O -6.224 1.399 4.951 -0.036 -0.111 0.097
O -5.986 0.590 2.972 -0.034 -0.142 -0.132
H -0.294 0.878 4.691 -0.039 -0.013 -0.035
H -1.781 1.094 6.667 -0.010 -0.009 -0.019
H -4.253 1.158 6.340 -0.003 0.019 -0.026
H -3.723 0.750 2.122 0.040 0.008 0.045
```
Positions in Å, forces in eV/Å.

Total energy, eV: -114784.27849
Highest occupied orbital energy (spin up / spin down), eV: -11.13 / -11.33
HOMO-LUMO gap (spin up / spin down), eV: 5.7 / 7.2
Spin multiplicity: 4
Relative energy (zero: lowest compared OMol25 entry of this formula, charge and spin), kcal/mol: 4.9
Total charge: +1

---

[4]
Here is 3 unconnected molecules or ions with the total composition C33H25ClNO6S in a non-equilibrium geometry from the OMol25 dataset. Energies are from ωB97M-V with the def2-TZVPD basis set.

The geometry in XYZ format:
```
67
Properties=species:S:1:pos:R:3:forces:R:3
O -8.146 1.498 0.048 0.380 0.005 0.408
C -7.361 1.802 -0.880 -1.094 -0.233 -0.010
O -7.648 1.923 -2.081 0.582 0.237 -0.289
C -5.919 2.098 -0.398 -0.137 0.319 -0.410
N -4.868 1.993 -1.426 0.218 -0.754 0.795
S -4.890 0.506 -2.255 -0.110 -0.049 -0.747
C -3.534 2.269 -0.858 -0.275 0.009 -0.675
C -2.973 1.188 0.082 0.486 0.549 0.018
C -2.343 1.684 1.393 -1.084 -0.609 -1.181
Cl -3.253 2.962 2.232 0.129 0.069 0.082
H -5.928 3.145 -0.077 0.071 -0.087 0.142
H -5.718 1.462 0.473 0.055 0.022 -0.036
H -4.976 -0.459 -1.304 0.082 0.274 0.255
H -3.598 3.253 -0.391 0.012 -0.119 0.195
H -2.869 2.372 -1.720 0.080 0.017 0.118
H -3.694 0.407 0.319 -0.250 0.261 -0.038
H -2.163 0.686 -0.458 -0.071 -0.156 0.127
H -2.363 0.825 2.050 -0.403 0.036 -0.018
H -1.307 1.981 1.255 -0.227 0.551 -0.216
C -3.055 -0.836 -5.457 -0.038 0.002 -0.064
C -2.641 -0.789 -6.784 0.034 -0.029 0.056
C -1.325 -1.069 -7.115 -0.135 0.039 -0.082
C -0.412 -1.386 -6.118 0.071 -0.006 0.138
C -0.824 -1.411 -4.780 0.099 -0.027 -0.093
C -2.148 -1.147 -4.458 -0.126 0.000 0.046
C 0.146 -1.701 -3.689 -0.123 0.014 0.166
O -0.203 -1.729 -2.528 0.040 -0.007 0.004
C 1.571 -1.950 -4.059 -0.021 0.024 -0.108
C 2.505 -2.167 -3.054 0.138 -0.035 0.090
C 3.828 -2.412 -3.380 -0.001 -0.008 -0.056
C 4.223 -2.450 -4.714 -0.033 0.005 0.038
C 3.297 -2.229 -5.719 0.167 -0.024 0.015
C 1.971 -1.969 -5.396 -0.092 0.012 0.061
C 0.993 -1.699 -6.491 -0.002 0.017 -0.199
O 1.343 -1.731 -7.654 0.030 -0.007 0.014
H -4.085 -0.624 -5.201 0.020 0.038 0.046
H -3.349 -0.534 -7.562 -0.005 -0.004 0.003
H -1.002 -1.037 -8.146 0.100 -0.043 0.030
H -2.472 -1.176 -3.426 0.082 0.058 0.027
H 2.193 -2.140 -2.019 -0.114 0.010 -0.035
H 4.555 -2.576 -2.595 -0.002 0.000 0.002
H 5.256 -2.648 -4.967 0.001 0.002 0.001
H 3.600 -2.252 -6.757 -0.108 0.035 -0.032
C 6.096 -0.228 7.102 0.001 0.002 -0.049
C 6.567 -0.126 5.797 -0.037 0.007 0.040
C 5.686 0.123 4.758 0.166 -0.020 0.012
C 4.329 0.260 5.017 -0.100 -0.010 0.061
C 3.853 0.135 6.323 -0.036 0.019 -0.105
C 4.743 -0.099 7.364 0.135 -0.036 0.086
C 2.393 0.232 6.619 -0.092 -0.007 0.175
O 1.986 0.127 7.757 0.022 -0.005 -0.001
C 1.459 0.451 5.483 0.112 -0.011 -0.088
C 0.092 0.489 5.726 -0.163 0.014 -0.008
C -0.791 0.705 4.680 0.026 -0.004 -0.033
C -0.318 0.894 3.385 0.026 -0.025 -0.069
C 1.046 0.851 3.140 -0.144 0.012 -0.057
C 1.938 0.622 4.180 0.048 -0.017 0.128
C 3.396 0.546 3.887 0.031 0.027 -0.195
O 3.821 0.707 2.762 0.018 -0.012 0.013
H 6.786 -0.415 7.914 -0.001 -0.001 0.000
H 7.624 -0.239 5.592 0.001 0.009 0.002
H 6.048 0.209 3.743 -0.107 0.037 -0.035
H 4.371 -0.183 8.376 -0.110 0.003 -0.040
H -0.277 0.346 6.732 0.105 0.007 0.039
H -1.856 0.730 4.873 0.001 0.023 -0.010
H -1.028 1.072 2.564 1.568 -0.396 1.509
H 1.424 0.992 2.135 0.101 -0.025 0.034
```
Positions in Å, forces in eV/Å.

Total energy, eV: -71761.00451
Highest occupied orbital energy, eV: -4.25
HOMO-LUMO gap, eV: 4.6
Relative energy (zero: lowest compared OMol25 entry of this formula, charge and spin), kcal/mol: 0.0
Total charge: -1